[1]
Density functional theory data (the ωB97M-V functional and the def2-TZVPD basis) for the ion C4H11N2O with charge +1 at a distorted geometry.

Atoms and positions in Å:
C1 1.44146 -1.59018 -0.56480
C2 0.89177 -0.45196 -0.25577
O1 1.41568 0.76261 0.05464
N1 2.84104 0.90525 0.31859
C3 -0.96684 -0.30596 -0.22572
C4 -1.68509 -0.46129 1.10596
N2 -1.01214 0.92394 -1.08276
H1 2.57363 -1.68804 -0.56631
H2 0.83857 -2.51624 -0.78795
H3 2.75555 1.83673 0.72764
H4 3.00894 0.26365 1.07487
H5 -1.39420 -0.99809 -0.96964
H6 -2.66702 -0.17599 1.09625
H7 -1.46199 -1.42336 1.50581
H8 -1.14637 0.26245 1.76232
H9 -1.78112 1.56046 -0.83683
H10 -1.34995 0.75340 -2.00166
H11 -0.09489 1.24965 -0.94403

Relative energy (zero: lowest compared OMol25 entry of this formula, charge and spin) = 130.9 kcal per mole
Gap between HOMO and LUMO = 9.721 eV
E_HOMO = -13.2 eV
Structure (SMILES) = C=C(ON)[C@@H](C)[NH3+]
Calculated total energy = -343.35559 Ha
Net charge = +1

[2]
Density functional theory data (the ωB97M-V functional and the def2-TZVPD basis) for a structure of composition C5H10O at a distorted geometry.

Atoms and positions in Å:
C1 -1.52770 -0.98096 0.04133
O1 -1.11687 0.68356 0.79666
C2 -0.30735 1.04706 -0.26785
C3 0.55662 2.00283 0.34337
C4 0.29920 -0.24958 -0.66091
C5 1.32542 -0.96030 0.18125
H1 -2.26693 -0.95704 0.84785
H2 -1.00486 -1.93862 0.12293
H3 -2.05205 -0.89149 -0.91142
H4 -0.85571 1.47113 -1.12547
H5 1.17265 1.70417 1.18466
H6 0.64073 3.03270 0.00338
H7 0.37787 -0.46383 -1.73178
H8 1.27319 -2.03610 -0.02692
H9 1.13134 -0.80714 1.24684
H10 2.35444 -0.65641 -0.04392

Relative energy (zero: lowest compared OMol25 entry of this formula, charge and spin) = 151.3 kcal per mole
Gap between HOMO and LUMO (spin up / spin down) = 8.320 / 7.926 eV
E_HOMO (spin up / spin down) = -8.0 / -8.2 eV
Calculated total energy = -271.51146 Ha
Net charge = 0

[3]
Density functional theory data (the ωB97M-V functional and the def2-TZVPD basis) for a structure of composition C31H35IN5O2Rb at a distorted geometry.

Atoms and positions in Å:
Rb1 2.49343 1.69745 -0.72941
C1 -5.88648 -0.05033 -2.02397
C2 -4.41726 0.17953 -1.77560
C3 -3.46881 -0.72445 -2.12803
C4 -2.11073 -0.55070 -1.81204
C5 -1.25794 -1.69569 -1.90963
N1 -0.09223 -1.90349 -1.33594
C6 0.77027 -3.01588 -1.74732
C7 0.76129 -4.18051 -0.75420
C8 2.13786 -4.77020 -0.37365
N2 3.21161 -3.78733 -0.21849
C9 2.83962 -2.56148 0.40917
C10 2.11760 -2.49858 1.65493
C11 1.79223 -3.60868 2.43876
C12 1.14370 -3.43356 3.66425
C13 0.97164 -4.62704 4.62560
C14 0.59717 -2.20030 3.98894
C15 0.86769 -1.07885 3.17109
C16 0.33448 0.24932 3.53236
N3 -0.29480 1.04104 2.73273
C17 -0.78043 2.36523 3.29356
C18 -2.34291 2.35776 3.40714
C19 -2.94641 2.07047 1.99484
N4 -2.60740 3.14600 1.05163
C20 -2.43234 2.94089 -0.16894
C21 -2.65266 1.64373 -0.86030
C22 -3.99366 1.37411 -1.16011
C23 -1.57535 0.74103 -1.26542
O1 -0.35035 0.95156 -1.16286
C24 1.64927 -1.14323 1.99834
O2 1.94453 -0.18169 1.23076
H1 -6.13650 -1.07007 -2.23745
H2 -6.23315 0.57254 -2.90594
H3 -6.50278 0.18886 -1.11776
H4 -3.82284 -1.62346 -2.62621
H5 -1.60673 -2.51898 -2.47262
H6 0.30529 -1.12718 -0.81575
H7 1.80717 -2.55206 -1.80468
H8 0.49001 -3.36126 -2.72113
H9 0.12034 -4.90456 -1.20993
H10 0.29280 -3.94805 0.18112
H11 2.45828 -5.38897 -1.18501
H12 1.85981 -5.51131 0.51721
H13 3.54421 -3.68073 -1.18471
H14 3.28572 -1.69853 -0.06781
H15 2.27577 -4.55948 2.25370
H16 0.70526 -5.49734 4.08456
H17 0.11861 -4.42432 5.32129
H18 1.79973 -4.87223 5.17474
H19 -0.00220 -2.04917 4.91228
H20 0.55960 0.59490 4.57349
H21 -0.63135 3.16325 2.55733
H22 -0.30149 2.56522 4.30331
H23 -2.50345 3.34772 3.78472
H24 -2.66360 1.63518 4.16702
H25 -4.03437 1.92914 2.11562
H26 -2.53537 1.13543 1.60732
H27 -2.08419 3.83630 -0.73431
H28 -4.67242 2.18407 -0.94674
I1 6.71306 -1.97437 -3.04817
C25 5.08934 -3.51563 -2.99157
H29 5.49116 -4.17620 -2.28512
H30 5.26895 -3.97914 -3.96841
N5 2.93873 4.24650 -1.35930
C26 2.12518 5.11034 -1.90724
C27 0.68339 5.04737 -1.76890
C28 -0.08165 6.01928 -2.37861
C29 0.42292 6.97378 -3.22431
C30 1.80160 7.01956 -3.45055
C31 2.63125 6.12569 -2.81623
H31 0.19407 4.20355 -1.30684
H32 -1.16857 5.94749 -2.23215
H33 -0.29434 7.67051 -3.68688
H34 2.11869 7.84381 -4.10046
H35 3.75144 6.32636 -2.76709

Relative energy (zero: lowest compared OMol25 entry of this formula, charge and spin) = 24.1 kcal per mole
Gap between HOMO and LUMO (spin up / spin down) = 4.551 / 5.157 eV
E_HOMO (spin up / spin down) = -0.8 / -1.4 eV
Calculated total energy = -1948.09950 Ha
Net charge = -2

[4]
Density functional theory data (the ωB97M-V functional and the def2-TZVPD basis) for a structure of composition C2H4BrCl at a distorted geometry.

Atoms and positions in Å:
C1 -0.33792 -0.04650 -0.38990
C2 1.31921 0.59114 0.39396
Cl1 1.64034 2.17231 -0.13858
Br1 2.79737 -0.66124 0.00473
H1 -0.89066 0.80256 -0.09124
H2 0.06215 -0.31073 -1.37436
H3 -0.25916 -0.94620 0.23070
H4 1.03382 0.58716 1.40665

Relative energy (zero: lowest compared OMol25 entry of this formula, charge and spin) = 44.2 kcal per mole
Gap between HOMO and LUMO = 10.396 eV
E_HOMO = -9.7 eV
Calculated total energy = -3112.74303 Ha
Net charge = 0

[5]
Density functional theory data (the ωB97M-V functional and the def2-TZVPD basis) for a cluster of 2 separate species, C3H7N2O in total at a distorted geometry.

Atoms and positions in Å:
C1 -0.99434 -0.92122 0.50254
C2 -1.58979 0.27309 0.71237
N1 -0.58068 1.19758 0.82325
C3 0.59125 0.62052 0.57966
N2 0.35862 -0.68413 0.48867
H1 -1.42226 -1.90382 0.49958
H2 -2.61786 0.53269 0.90152
H3 -0.68015 2.20281 0.77330
H4 1.57171 1.00283 0.79598
H5 1.04477 -1.28891 0.05121
H6 1.90851 0.11654 -2.91713
H7 1.88187 -1.25675 -2.25672
O1 1.50064 -0.37434 -2.18864

Relative energy (zero: lowest compared OMol25 entry of this formula, charge and spin) = 6.9 kcal per mole
Gap between HOMO and LUMO = 11.217 eV
E_HOMO = -14.7 eV
Calculated total energy = -303.02906 Ha
Net charge = +1

[6]
Density functional theory data (the ωB97M-V functional and the def2-TZVPD basis) for a cluster of 3 separate species, C11H15BrN3O2S3 in total at a distorted geometry.

Atoms and positions in Å:
C1 3.58771 -1.11689 -1.43013
C2 3.88348 -0.00994 -1.86819
C3 3.88284 1.50544 -2.14914
C4 5.08558 2.38542 -1.83461
C5 4.88619 3.87260 -2.16898
N1 3.74488 4.41824 -2.69254
N2 2.76283 3.58695 -2.95994
N3 1.60519 4.18427 -3.53727
C6 0.82074 4.42027 -2.53499
S1 -0.29467 4.14797 -1.39859
C7 2.66769 2.21082 -2.76369
Br1 1.11865 1.11742 -3.24424
H1 3.20212 -2.03828 -0.90472
H2 6.02798 1.97828 -1.37674
H3 5.76345 4.55026 -1.92434
C8 -0.86848 0.75665 2.39934
S2 -0.50115 -0.67535 1.36864
O1 0.97969 -0.72000 1.17309
C9 -1.22261 -0.00440 -0.14223
H4 -0.46796 0.57562 3.39648
H5 -0.40198 1.64846 1.97651
H6 -1.94953 0.89065 2.46250
H7 -0.73116 0.93544 -0.40251
H8 -2.29192 0.15828 0.00285
H9 -1.07295 -0.72683 -0.94544
C10 -4.09348 -4.57370 3.26353
S3 -3.27017 -3.16095 2.50280
O2 -3.89716 -1.92467 3.05498
C11 -3.95114 -3.42209 0.85229
H10 -3.84093 -4.59021 4.32362
H11 -5.17450 -4.47998 3.14908
H12 -3.74388 -5.49439 2.79382
H13 -5.04136 -3.40169 0.89222
H14 -3.60693 -4.38210 0.46448
H15 -3.59708 -2.62160 0.20208

Gap between HOMO and LUMO = 5.421 eV
E_HOMO = -10.7 eV
Calculated total energy = -4510.90353 Ha
Net charge = +1